Entry from the Open Molecules 2025 dataset: one molecule with the formula C4H5ClN2O (ωB97M-V/def2-TZVPD).

```
13
Properties=species:S:1:pos:R:3:forces:R:3
H -1.906186 -1.071224 1.661694 0.036 -1.020 0.477
N -1.152421 -1.715355 1.391785 -1.252 -1.362 0.762
C -0.533339 -1.027504 0.543137 -5.479 4.669 2.234
C -0.880806 0.376264 0.377706 -4.113 -0.654 0.285
C -0.149740 1.131446 -0.395080 -0.960 1.037 1.899
Cl -0.491716 2.747499 -0.513737 -0.501 2.489 -0.470
C 1.135674 0.744687 -0.881503 2.923 0.836 -0.445
O 1.105677 -0.598714 -1.181661 -1.049 -1.924 2.320
N 0.598901 -1.189860 0.086006 9.894 -7.266 -3.916
H -1.925643 0.541645 0.849793 1.976 0.785 -1.109
H 2.035492 1.114859 -0.212615 -1.696 -0.952 -0.848
H 1.288184 1.198805 -1.832557 0.287 0.609 -0.855
H 0.875924 -2.252547 0.107031 -0.068 2.753 -0.333
```
Forces are in eV/Å.

**Highest occupied orbital energy**: -0.345 hartree
**Energy above the lowest of the compared OMol25 structures with the same formula, charge and spin**: 4.639 eV
**Net charge**: 0
**SMILES**: [H]/N=C1\C=C(Cl)CON1
**LUMO**: 0.60 eV
**Gap between HOMO and LUMO**: 10.0 eV